Entry 1:
Density functional theory data (ωB97M-V/def2-TZVPD) for a cluster of 6 separate species, C10H31N11O8 in total.

Element x y z (Å)
C (1.376518, 0.501714, -1.189260)
C (1.434020, 2.015958, -0.677938)
C (0.097793, 2.854302, -0.908221)
C (-0.653767, 2.557068, -2.278935)
O (-1.545195, 1.398113, -2.129225)
O (-2.822133, 1.803732, -2.481223)
C (-3.741760, 1.256362, -1.556472)
N (-4.452753, 2.145743, -0.654980)
O (-3.964933, 0.041015, -1.477372)
H (1.910913, 0.368205, -2.192361)
H (2.002807, -0.118014, -0.436908)
H (0.344272, 0.035160, -1.186738)
H (2.372671, 2.497721, -1.106107)
H (1.595766, 1.970586, 0.454428)
H (0.413027, 3.955065, -0.952497)
H (-0.609687, 2.717410, -0.037510)
H (-1.356761, 3.444404, -2.467908)
H (0.013982, 2.492332, -3.190762)
H (-5.093579, 1.626706, -0.049047)
H (-3.789382, 2.677033, -0.072635)
N (0.914546, 6.665042, 2.112293)
C (0.219741, 6.011308, 1.144863)
N (-0.100390, 6.768622, 0.063972)
O (-0.093295, 4.833932, 1.238518)
H (1.180863, 7.630505, 2.053685)
H (1.169996, 6.137539, 2.928959)
H (-0.615351, 6.319434, -0.674343)
H (0.146480, 7.736029, -0.033641)
N (5.196265, 2.196981, 3.369868)
C (3.997055, 2.486022, 2.799752)
N (3.218220, 3.344178, 3.510946)
O (3.644807, 2.012873, 1.733015)
H (5.504411, 2.575386, 4.246223)
H (5.799588, 1.564587, 2.871917)
H (2.321294, 3.580935, 3.118754)
H (3.487009, 3.745151, 4.390237)
N (-2.064448, -2.020394, 0.079618)
C (-1.825858, -3.322997, -0.197102)
N (-1.906713, -3.648030, -1.513401)
O (-1.557432, -4.147212, 0.670692)
H (-2.286388, -1.330565, -0.618603)
H (-2.013885, -1.739976, 1.043983)
H (-1.734507, -4.608003, -1.760653)
H (-2.124808, -2.989108, -2.238978)
N (-3.055363, -7.088742, 1.116772)
C (-3.742120, -7.772836, 0.169617)
N (-4.112392, -7.031411, -0.908607)
O (-4.008738, -8.961737, 0.274259)
H (-2.827100, -6.111277, 1.046454)
H (-2.763323, -7.601093, 1.930937)
H (-4.624543, -7.502321, -1.634667)
H (-3.903995, -6.054946, -1.013292)
N (2.494844, -3.861819, 0.061064)
C (3.139803, -2.979010, -0.744265)
N (3.753665, -3.533874, -1.822461)
O (3.166038, -1.779121, -0.517710)
H (2.460642, -4.850134, -0.107055)
H (2.027448, -3.488037, 0.869769)
H (4.241930, -2.910691, -2.442748)
H (3.744184, -4.515803, -2.026969)

Forces on atoms 1 to 3 (eV/Å):
1.15 -0.27 1.00
-0.44 -0.74 0.68
1.03 0.13 -1.09

Results
Calculated total energy = -43645.204 eV
Frontier orbital gap = 9.69 eV
SMILES string = CCCCOOC(N)=O.NC(N)=O.NC(N)=O.NC(N)=O.NC(N)=O.NC(N)=O
Total charge = 0
Molar mass = 433.4 g/mol

=====

Entry 2:
Density functional theory data (ωB97M-V/def2-TZVPD) for a structure of composition C25H25N6O2RhS3.

Element x y z (Å)
Rh (0.685569, -0.469814, -0.500993)
N (-3.520883, -0.543241, -1.306430)
C (-2.207691, -0.621533, -1.445254)
N (-1.362790, -0.405202, -0.473717)
C (-1.833515, -0.076733, 0.809653)
N (-1.017498, 0.117688, 1.799083)
N (0.276263, -0.046554, 1.402758)
C (1.275210, 0.177946, 2.164375)
C (2.593797, -0.044473, 1.565416)
C (3.764651, 0.071234, 2.288646)
C (4.973213, -0.223385, 1.668942)
C (4.968714, -0.631383, 0.349202)
C (3.758808, -0.715938, -0.326410)
N (2.603757, -0.413895, 0.254842)
C (-3.269497, 0.011278, 1.006954)
C (-3.834197, 0.320389, 2.249823)
C (-5.202536, 0.388795, 2.382578)
C (-6.030691, 0.150502, 1.282030)
C (-5.494816, -0.158369, 0.049307)
C (-4.112687, -0.225980, -0.079050)
H (-4.109326, -0.720980, -2.107364)
H (-1.817009, -0.880354, -2.420670)
H (1.144130, 0.504744, 3.190297)
H (3.726712, 0.373475, 3.326225)
H (5.901295, -0.144346, 2.218334)
H (5.883995, -0.884036, -0.166012)
H (3.707333, -1.022773, -1.361827)
H (-3.179111, 0.502926, 3.089584)
H (-5.640715, 0.628588, 3.341079)
H (-7.104622, 0.207036, 1.395492)
H (-6.134673, -0.345503, -0.803882)
C (1.045711, -4.917360, 2.887421)
S (-0.077926, -3.576680, 2.502718)
C (-1.478400, -4.585572, 2.021855)
O (0.438067, -2.952336, 1.231319)
H (0.663421, -5.474263, 3.742233)
H (2.004988, -4.471901, 3.142165)
H (1.146777, -5.559248, 2.013316)
H (-1.823752, -5.156670, 2.882993)
H (-1.178926, -5.247053, 1.209714)
H (-2.267756, -3.911541, 1.693904)
N (0.632845, 1.617226, -0.774449)
C (0.727847, 2.754026, -0.900761)
C (0.845507, 4.168168, -1.057521)
C (0.313966, 4.779712, -2.194797)
C (0.436988, 6.149244, -2.336853)
C (1.081790, 6.894129, -1.356924)
C (1.608580, 6.279290, -0.227481)
C (1.494253, 4.910973, -0.068889)
H (-0.183800, 4.186741, -2.950074)
H (0.031203, 6.637814, -3.211536)
H (1.174828, 7.965319, -1.474599)
H (2.107596, 6.868799, 0.528783)
H (1.897780, 4.419316, 0.806014)
C (1.500057, -2.234115, -5.224696)
O (0.983871, -2.810044, -3.998194)
C (0.911653, -2.088971, -2.925058)
S (0.399837, -2.734297, -1.464367)
S (1.310001, -0.443750, -2.781879)
H (0.686039, -1.742712, -5.752468)
H (1.875173, -3.073376, -5.798829)
H (2.300593, -1.530970, -5.006069)

Forces on atoms 1 to 3 (eV/Å):
-0.31 1.02 -2.01
0.00 0.00 -0.02
0.01 0.02 0.01

Results
Calculated total energy = -74867.438 eV
Frontier orbital gap = 7.37 eV
Total charge = +2
Molar mass = 640.6 g/mol

=====

Number 1: strongest force on any atom 3.41 eV/A. Number 2: strongest force on any atom 2.28 eV/A.